[1]
Molecular formula: C17H23N3O3
Method: DFT, ωB97M-V/def2-TZVPD

Summary:
SMILES string   COCC1CCN(Cc2nc(-c3ccc(OC)cc3)no2)CC1
Energy   -28613.5423 eV
Highest occupied orbital energy   -8.401 eV
Molecular weight   317.4 g mol⁻¹
LUMO energy   0.84 eV
Energy above the lowest of the compared OMol25 structures with the same formula, charge and spin   92.5 kcal/mol
Orbital gap   9.2 eV

```
! wB97M-V def2-TZVPD RIJCOSX def2/J DEFGRID3
* xyz 0 1
C 7.055 1.372 0.923
O 6.091 1.716 -0.037
C 4.878 2.229 0.481
C 3.695 1.268 0.287
C 3.469 0.977 -1.195
C 2.309 0.005 -1.382
N 2.580 -1.228 -0.664
C 1.653 -2.297 -0.972
C 0.277 -2.044 -0.451
N -0.553 -1.118 -0.815
C -1.609 -1.283 0.043
C -2.791 -0.452 0.005
C -3.841 -0.670 0.892
C -4.971 0.122 0.853
C -5.068 1.152 -0.081
O -6.129 1.989 -0.207
C -7.230 1.825 0.654
C -4.013 1.370 -0.972
C -2.889 0.579 -0.931
N -1.417 -2.266 0.887
O -0.189 -2.768 0.576
C 2.711 -0.981 0.761
C 3.903 -0.063 1.007
H 7.912 0.992 0.369
H 7.367 2.247 1.508
H 6.699 0.598 1.612
H 4.666 3.159 -0.061
H 4.988 2.471 1.545
H 2.805 1.761 0.698
H 4.381 0.541 -1.604
H 3.257 1.901 -1.734
H 2.197 -0.238 -2.441
H 1.371 0.473 -1.040
H 1.609 -2.410 -2.058
H 2.022 -3.224 -0.525
H -3.757 -1.470 1.612
H -5.770 -0.069 1.553
H -7.945 2.595 0.367
H -6.946 1.968 1.701
H -7.692 0.841 0.533
H -4.107 2.172 -1.687
H -2.073 0.741 -1.617
H 2.867 -1.938 1.265
H 1.802 -0.514 1.184
H 4.027 0.094 2.081
H 4.798 -0.544 0.610
*
```

Mulliken atomic charge list, values in e, 4 entries: atom 1 (C): -0.700, atom 2 (O): -0.330, atom 3 (C): -1.185, atom 4 (C): 0.675

=====

[2]
Molecular formula: C37H30BrF7N5O5S2Sb2Ti
Method: DFT, ωB97M-V/def2-TZVPD

Summary:
<S²>   2.02
Energy   -203467.2587 eV
Highest occupied orbital energy (alpha / beta)   -4.913 / -5.977 eV
Molecular weight   1193.1 g mol⁻¹
LUMO energy (alpha / beta)   1.80 / 1.61 eV
Energy above the lowest of the compared OMol25 structures with the same formula, charge and spin   90.7 kcal/mol
Orbital gap (alpha / beta)   6.7 / 7.6 eV

```
! wB97M-V def2-TZVPD RIJCOSX def2/J DEFGRID3
* xyz -1 3
Ti 0.642 0.012 0.112
C -1.449 -1.123 1.424
C -2.952 -0.929 1.266
C -3.255 0.122 0.207
Sb -3.034 -0.580 -1.872
C -2.144 -2.569 -1.524
C -0.889 -2.810 -2.069
C -0.367 -4.094 -2.122
C -1.102 -5.163 -1.636
C -2.344 -4.934 -1.068
C -2.856 -3.647 -1.000
C -4.969 -1.663 -1.817
C -5.141 -2.569 -2.856
C -6.277 -3.349 -2.958
C -7.290 -3.224 -2.022
C -7.148 -2.310 -0.994
C -5.996 -1.542 -0.895
Sb -0.724 -3.154 1.585
C -2.318 -3.727 2.979
C -2.852 -2.862 3.924
C -3.890 -3.253 4.750
C -4.427 -4.522 4.627
C -3.909 -5.394 3.686
C -2.860 -4.999 2.874
C 0.787 -2.844 3.142
C 2.075 -3.263 2.834
C 3.096 -3.159 3.763
C 2.839 -2.637 5.020
C 1.558 -2.216 5.334
C 0.538 -2.317 4.402
H -1.050 -0.508 2.235
H -0.968 -0.818 0.479
H -3.382 -0.613 2.224
H -3.438 -1.875 0.992
H -2.577 0.970 0.307
H -4.276 0.494 0.305
H -0.308 -1.992 -2.470
H 0.601 -4.259 -2.576
H -0.716 -6.169 -1.715
H -2.931 -5.761 -0.693
H -3.846 -3.499 -0.593
H -4.350 -2.670 -3.588
H -6.378 -4.062 -3.764
H -8.182 -3.832 -2.096
H -7.938 -2.196 -0.263
H -5.907 -0.844 -0.074
H -2.463 -1.856 4.004
H -4.282 -2.565 5.485
H -5.257 -4.820 5.251
H -4.328 -6.385 3.587
H -2.459 -5.682 2.138
H 2.275 -3.662 1.846
H 4.094 -3.490 3.510
H 3.630 -2.561 5.753
H 1.345 -1.815 6.315
H -0.458 -1.990 4.670
F 3.860 -0.215 -2.732
C 2.614 0.206 -2.976
F 2.479 0.337 -4.290
F 1.792 -0.782 -2.570
S 2.220 1.700 -1.887
O 2.131 0.922 -0.642
O 3.353 2.544 -1.990
N 0.919 2.272 -2.463
S -0.517 1.705 -1.954
O -0.416 0.294 -1.486
O -1.778 2.395 -1.898
C -0.822 1.165 -3.823
F -0.125 1.860 -4.730
F -0.497 -0.136 -4.022
F -2.115 1.263 -4.207
O -0.291 1.411 0.754
N -0.091 2.385 -0.174
C 0.924 3.265 0.040
C 1.824 3.140 1.097
N 2.538 3.060 2.004
C 1.135 4.352 -0.808
N 1.359 5.313 -1.402
F 1.022 -1.708 -0.117
Br 4.708 0.548 5.258
C 3.491 0.313 3.849
C 2.188 0.792 3.961
C 1.322 0.585 2.923
N 1.650 -0.076 1.774
C 2.929 -0.546 1.702
C 3.862 -0.369 2.688
H 1.863 1.323 4.841
H 0.311 0.977 2.968
H 3.176 -1.093 0.798
H 4.862 -0.760 2.580
*
```

Mulliken atomic charge list, values in e, 4 entries: atom 1 (Ti): -0.980, atom 2 (C): -1.062, atom 3 (C): 0.022, atom 4 (C): -1.894

=====

[3]
Molecular formula: CNa8O3
Method: DFT, ωB97M-V/def2-TZVPD

Summary:
Energy   -42445.6960 eV
Highest occupied orbital energy   -18.622 eV
Molecular weight   243.9 g mol⁻¹
LUMO energy   -15.54 eV
Energy above the lowest of the compared OMol25 structures with the same formula, charge and spin   0.0 kcal/mol
Orbital gap   3.1 eV

```
! wB97M-V def2-TZVPD RIJCOSX def2/J DEFGRID3
* xyz 6 1
Na -0.955 -2.943 -2.889
Na -4.377 0.621 2.819
Na -4.597 2.166 -2.248
Na -0.649 4.981 0.014
Na 0.392 1.573 -5.106
Na 4.926 -1.585 -1.140
Na 2.712 -0.196 4.666
Na 1.635 -5.432 2.076
C 0.218 0.179 0.463
O 0.825 -0.899 0.488
O -0.266 0.656 -0.571
O 0.137 0.880 1.430
*
```

Mulliken atomic charge list, values in e, 4 entries: atom 1 (Na): 0.945, atom 2 (Na): 0.993, atom 3 (Na): 0.969, atom 4 (Na): 0.987

=====

[4]
Molecular formula: C3H2NO3
Method: DFT, ωB97M-V/def2-TZVPD

Summary:
SMILES string   O=C/N=C(/[O-])C=O
Energy   -10775.2720 eV
Highest occupied orbital energy (alpha / beta)   -4.891 / -4.891 eV
Molecular weight   100.1 g mol⁻¹
LUMO energy (alpha / beta)   3.71 / 3.71 eV
Energy above the lowest of the compared OMol25 structures with the same formula, charge and spin   57.6 kcal/mol
Orbital gap (alpha / beta)   8.6 / 8.6 eV

```
! wB97M-V def2-TZVPD RIJCOSX def2/J DEFGRID3
* xyz -1 1
O 2.803 -0.142 0.270
C 1.682 -0.119 -0.271
N 0.780 0.793 -0.002
C -0.526 0.707 0.075
O -1.553 1.795 -0.077
C -1.304 -0.422 0.319
O -1.008 -1.567 -0.011
H 1.378 -0.769 -1.043
H -2.252 -0.276 0.739
*
```

Mulliken atomic charge list, values in e, 4 entries: atom 1 (O): -0.639, atom 2 (C): 0.127, atom 3 (N): -0.462, atom 4 (C): 0.334

=====

[5]
Molecular formula: CH6Si2
Method: DFT, ωB97M-V/def2-TZVPD

Summary:
Energy   -16886.4218 eV
Highest occupied orbital energy   -8.397 eV
Molecular weight   74.2 g mol⁻¹
LUMO energy   -0.59 eV
Energy above the lowest of the compared OMol25 structures with the same formula, charge and spin   12.8 kcal/mol
Orbital gap   7.8 eV

```
! wB97M-V def2-TZVPD RIJCOSX def2/J DEFGRID3
* xyz 0 1
C 0.919 0.231 0.256
Si 0.957 -0.353 2.073
Si -0.838 0.434 -0.476
H 1.392 1.109 0.044
H 1.428 -0.383 -0.420
H 1.533 -1.619 1.760
H -1.803 0.519 0.639
H -0.741 1.564 -1.336
H -1.122 -0.933 -0.908
*
```

Mulliken atomic charge list, values in e, 4 entries: atom 1 (C): -0.949, atom 2 (Si): 0.052, atom 3 (Si): 0.421, atom 4 (H): 0.441

=====

[6]
Molecular formula: C4H5Br3O
Method: DFT, ωB97M-V/def2-TZVPD

Summary:
Energy   -216401.4710 eV
Highest occupied orbital energy   -8.609 eV
Molecular weight   308.8 g mol⁻¹
LUMO energy   -0.17 eV
Energy above the lowest of the compared OMol25 structures with the same formula, charge and spin   36.4 kcal/mol
Orbital gap   8.4 eV

```
! wB97M-V def2-TZVPD RIJCOSX def2/J DEFGRID3
* xyz 0 1
C -1.051 -0.558 -0.051
C 1.843 -0.784 -0.288
C -1.869 0.547 0.392
C 0.964 0.436 -0.051
O -1.163 -1.704 -0.204
Br -3.803 0.369 -0.121
Br 1.292 1.403 1.557
Br 0.842 1.565 -1.599
H 1.597 -1.491 0.495
H 1.626 -1.124 -1.270
H 2.839 -0.656 -0.404
H -1.744 0.564 1.472
H -1.374 1.433 0.072
*
```

Mulliken atomic charge list, values in e, 4 entries: atom 1 (C): 0.626, atom 2 (C): -1.270, atom 3 (C): -0.643, atom 4 (C): -0.063